1.
{"formula": "C21H17Br2FNO4S2Zn", "method": "ωB97M-V with the def2-TZVPD basis set", "species": ["C", "C", "C", "C", "S", "N", "F", "S", "C", "C", "C", "C", "C", "C", "O", "O", "O", "O", "C", "C", "H", "H", "H", "H", "H", "H", "H", "H", "H", "H", "Br", "Zn", "Br", "C", "C", "C", "C", "C", "C", "C", "C", "C", "H", "H", "H", "H", "H", "H", "H"], "xyz": [[-4.6535, -0.7317, -0.5523], [-4.2553, -0.7982, -1.8934], [-3.4755, 0.2210, -2.4419], [-3.0771, 1.2758, -1.6190], [-1.9627, 2.5430, -2.2397], [-0.3916, 1.6985, -2.2091], [-0.4118, 0.9685, -0.7485], [0.9652, 2.8209, -1.9813], [2.2610, 1.6359, -1.5908], [2.4770, 1.3201, -0.2505], [3.4624, 0.3932, 0.0737], [4.2447, -0.1785, -0.9327], [4.0812, 0.2219, -2.2649], [3.0903, 1.1453, -2.5998], [1.2212, 3.3890, -3.2837], [0.8102, 3.6152, -0.7959], [-2.2385, 2.7765, -3.6356], [-2.0057, 3.5948, -1.2611], [-3.5726, 1.4177, -0.3241], [-4.3310, 0.3853, 0.2244], [-5.2256, -1.5487, -0.1089], [-4.5450, -1.6483, -2.5130], [-3.1640, 0.2098, -3.4858], [1.8671, 1.7855, 0.5204], [3.6004, 0.1080, 1.1160], [4.9924, -0.9321, -0.6764], [4.7237, -0.1827, -3.0479], [2.9400, 1.4896, -3.6212], [-3.3388, 2.3181, 0.2406], [-4.6547, 0.4548, 1.2626], [0.1477, -2.0680, 6.0997], [-1.3354, -1.6636, 4.4163], [-3.4786, -1.9832, 3.7798], [-0.0011, -0.2396, 2.9104], [-0.9172, 0.1318, 1.8832], [-0.6196, -0.5943, 0.7235], [0.5328, -1.4227, 0.9962], [0.9271, -1.1975, 2.3613], [2.0097, -1.8933, 2.9109], [2.7181, -2.7817, 2.1055], [2.3595, -2.9809, 0.7641], [1.2780, -2.2970, 0.2014], [0.1319, 0.2502, 3.8821], [-1.7028, 0.8781, 1.9694], [-1.2239, -0.7556, -0.1515], [2.2418, -1.7383, 3.9650], [3.5611, -3.3276, 2.5215], [2.9328, -3.6782, 0.1512], [1.0049, -2.4069, -0.8503]], "forces_ev_per_angstrom": [[0.12, 0.14, -0.08], [-0.03, 0.16, 0.11], [0.25, -0.03, 0.22], [-0.02, 0.07, -0.32], [-0.78, -0.40, 0.42], [-0.29, 0.41, 1.52], [0.17, 1.60, -2.29], [1.14, -0.69, 0.40], [0.03, 0.26, -0.14], [-0.11, -0.11, -0.05], [0.07, -0.02, -0.11], [-0.09, 0.21, -0.14], [-0.05, 0.05, 0.17], [-0.29, -0.11, 0.11], [-0.57, -0.23, 0.73], [-0.27, -0.05, -0.80], [0.51, -0.08, 0.71], [0.25, -0.16, -0.73], [0.29, -0.20, 0.04], [-0.08, 0.01, -0.23], [0.18, 0.24, -0.15], [0.07, 0.25, 0.20], [0.01, -0.11, 0.28], [0.05, -0.22, -0.17], [-0.05, -0.02, -0.26], [-0.22, 0.25, -0.07], [-0.17, 0.08, 0.23], [0.04, -0.17, 0.18], [0.10, -0.32, -0.06], [0.04, -0.08, -0.28], [0.09, -0.13, 0.43], [0.86, 0.65, -0.98], [-0.55, -0.12, -0.09], [-0.70, -0.18, 1.14], [0.34, -0.42, -0.29], [0.12, -0.83, 0.73], [0.07, 0.41, 0.54], [-0.37, -0.21, -0.48], [0.08, 0.01, -0.10], [-0.11, 0.23, 0.31], [-0.33, 0.17, -0.49], [0.15, -0.23, 0.10], [0.14, 0.21, -0.52], [0.09, -0.25, 0.07], [-0.28, 0.03, 0.18], [0.16, -0.14, -0.28], [-0.10, 0.03, -0.04], [-0.11, 0.18, 0.13], [0.16, -0.17, 0.22]], "total_charge": -1, "orbital_gap_ha": 0.2088, "homo_energy_ev": -4.07, "de_lowest_ev": 0.5129, "max_force_ha_per_bohr": 0.0544}



2.
{"formula": "C24H25N5O3S2", "method": "ωB97M-V with the def2-TZVPD basis set", "species": ["O", "C", "C", "S", "C", "N", "N", "C", "C", "N", "C", "O", "S", "C", "C", "C", "C", "C", "C", "N", "C", "C", "C", "C", "C", "C", "C", "C", "N", "C", "C", "O", "C", "C", "H", "H", "H", "H", "H", "H", "H", "H", "H", "H", "H", "H", "H", "H", "H", "H", "H", "H", "H", "H", "H", "H", "H", "H", "H"], "xyz": [[1.9367, 2.8795, 0.7172], [0.9881, 3.4508, 0.2028], [0.0550, 4.2648, 1.0884], [-1.4557, 3.3023, 1.5402], [-0.9778, 1.7388, 0.9208], [-1.4229, 1.2091, -0.1814], [-0.7600, 0.0642, -0.3754], [0.0768, -0.0950, 0.6167], [1.0782, -1.1968, 0.6881], [1.1626, -1.8490, -0.5964], [2.0315, -1.3556, -1.5264], [2.8557, -0.4989, -1.3428], [1.7877, -2.2109, -3.0719], [0.4609, -3.1291, -2.3913], [-0.3289, -4.0718, -3.0219], [-1.3408, -4.6731, -2.2939], [-1.5552, -4.3314, -0.9658], [-0.7642, -3.3894, -0.3318], [0.2552, -2.7870, -1.0512], [-0.0237, 0.9404, 1.4905], [0.6164, 1.1080, 2.7657], [-0.3477, 0.7244, 3.9005], [-0.8453, -0.6797, 3.7000], [-0.0847, -1.7641, 4.1211], [-0.5123, -3.0585, 3.8833], [-1.7042, -3.2834, 3.2136], [-2.4668, -2.2088, 2.7868], [-2.0389, -0.9149, 3.0289], [0.7180, 3.3750, -1.1090], [-0.3513, 4.0426, -1.8222], [-1.0244, 3.0608, -2.7941], [-0.0882, 2.4756, -3.6653], [0.8605, 1.7420, -2.9254], [1.6377, 2.6583, -1.9803], [-0.2837, 5.1904, 0.6289], [0.5840, 4.4933, 2.0142], [0.8199, -1.9280, 1.4605], [2.0650, -0.7696, 0.9027], [-0.1550, -4.3214, -4.0559], [-1.9711, -5.4098, -2.7671], [-2.3541, -4.8039, -0.4153], [-0.9483, -3.1230, 0.6965], [1.5036, 0.4730, 2.7837], [0.9373, 2.1466, 2.8656], [0.1869, 0.8129, 4.8470], [-1.1872, 1.4223, 3.9060], [0.8456, -1.5915, 4.6440], [0.0851, -3.8932, 4.2198], [-2.0375, -4.2937, 3.0274], [-3.3948, -2.3762, 2.2610], [-2.6411, -0.0811, 2.6960], [0.0746, 4.8801, -2.3907], [-1.1094, 4.4143, -1.1363], [-1.5417, 2.2836, -2.2136], [-1.7416, 3.5947, -3.4196], [0.3538, 0.9537, -2.3510], [1.5418, 1.2857, -3.6441], [2.2048, 3.3889, -2.5688], [2.3237, 2.0755, -1.3641]], "forces_ev_per_angstrom": [[0.28, -0.01, 0.25], [-0.01, 0.37, 0.12], [-0.14, -0.05, 0.24], [0.11, -0.01, -0.11], [-0.20, 0.30, 0.55], [-0.54, 0.61, 0.09], [0.35, -0.90, -0.22], [0.02, 0.29, 0.19], [0.13, -0.06, 0.13], [0.01, 0.09, 0.45], [0.11, -0.31, -0.53], [0.23, 0.40, 0.13], [-0.07, -0.01, 0.07], [0.14, 0.16, 0.09], [0.07, 0.13, 0.14], [-0.10, -0.10, -0.04], [0.01, -0.02, -0.04], [0.16, 0.14, 0.02], [-0.26, -0.48, -0.41], [-0.31, -0.30, -0.82], [0.03, 0.24, 0.61], [0.14, -0.13, -0.20], [-0.04, 0.08, 0.16], [-0.05, 0.04, 0.00], [0.06, -0.10, 0.00], [-0.05, -0.07, 0.02], [-0.05, -0.04, -0.02], [0.01, -0.02, 0.06], [0.08, -0.06, -0.18], [-0.31, -0.02, -0.32], [-0.20, 0.17, 0.25], [0.00, 0.13, -0.31], [0.33, -0.05, 0.27], [0.12, -0.43, -0.20], [0.00, 0.01, -0.03], [0.05, -0.02, -0.23], [0.08, 0.07, -0.06], [-0.15, -0.15, 0.02], [-0.01, -0.06, -0.14], [-0.07, -0.07, -0.04], [-0.08, -0.05, 0.06], [-0.02, 0.05, 0.09], [-0.02, 0.09, -0.01], [0.07, -0.17, -0.08], [-0.03, 0.05, 0.04], [0.08, 0.02, 0.04], [0.11, 0.02, 0.07], [0.04, -0.07, 0.03], [-0.03, -0.09, -0.01], [-0.09, -0.02, -0.05], [-0.04, 0.10, -0.05], [-0.10, -0.01, 0.04], [0.03, 0.01, 0.03], [0.05, 0.20, -0.14], [0.00, 0.02, 0.09], [0.11, 0.06, -0.09], [0.00, -0.01, 0.07], [0.01, -0.03, 0.01], [-0.07, 0.09, -0.11]], "total_charge": 0, "orbital_gap_ha": 0.3240, "homo_energy_ev": -8.34, "de_lowest_ev": 0.5305, "max_force_ha_per_bohr": 0.0193, "smiles": "O=C(CSc1nnc(Cn2c(=O)sc3ccccc32)n1CCc1ccccc1)N1CCOCC1"}



3.
{"formula": "C54H60AsFeN4", "method": "ωB97M-V with the def2-TZVPD basis set", "species": ["Fe", "C", "C", "C", "C", "C", "C", "N", "N", "C", "C", "C", "C", "C", "C", "H", "H", "H", "H", "H", "H", "H", "H", "H", "C", "C", "C", "C", "C", "C", "C", "C", "N", "C", "C", "C", "C", "C", "C", "C", "C", "C", "C", "H", "H", "H", "H", "H", "H", "H", "H", "H", "H", "H", "H", "H", "H", "H", "H", "H", "H", "H", "H", "H", "H", "H", "H", "C", "C", "C", "C", "C", "C", "As", "N", "C", "C", "C", "C", "C", "C", "C", "C", "C", "C", "C", "C", "C", "C", "C", "C", "C", "C", "H", "H", "H", "H", "H", "H", "H", "H", "H", "H", "H", "H", "H", "H", "H", "H", "H", "H", "H", "H", "H", "H", "H", "H", "H", "H", "H"], "xyz": [[-0.2438, 0.5290, -1.1179], [-2.2715, -5.0953, -1.8576], [-3.1543, -4.1391, -1.3617], [-2.8524, -2.7809, -1.4270], [-1.6531, -2.3462, -2.0105], [-0.7614, -3.3149, -2.4919], [-1.0693, -4.6680, -2.4166], [-1.3550, -0.9929, -2.2546], [-2.0129, -0.0926, -1.5014], [-2.3262, 1.1532, -2.1444], [-3.1966, 1.3234, -3.2137], [-3.4235, 2.6271, -3.6507], [-2.7459, 3.6945, -3.0553], [-1.7987, 3.4594, -2.0527], [-1.5613, 2.1709, -1.5574], [-2.5163, -6.1498, -1.8157], [-4.0961, -4.4534, -0.9227], [-3.5342, -2.0315, -1.0441], [0.1717, -2.9756, -2.9371], [-0.3665, -5.3977, -2.8059], [-3.6907, 0.4740, -3.6786], [-4.1212, 2.8107, -4.4605], [-2.9357, 4.7085, -3.3996], [-1.2356, 4.3109, -1.6666], [3.1909, -0.2138, 2.7103], [3.5813, 0.1188, 1.3080], [4.8522, 0.0894, 0.9085], [5.2111, 0.2963, -0.4924], [6.6550, 0.1552, -0.8913], [4.2934, 0.5633, -1.4292], [2.8696, 0.6605, -1.0920], [2.5050, 0.4761, 0.3571], [1.8704, 0.8863, -1.8632], [1.8951, 1.3565, -3.2789], [1.3509, 2.7943, -3.2426], [1.1186, 3.3441, -4.6514], [0.1229, 2.4430, -5.3998], [0.7044, 1.0214, -5.4985], [2.0453, 1.0492, -6.2422], [3.0212, 1.9477, -5.4718], [2.4542, 3.3732, -5.4061], [3.2329, 1.3936, -4.0483], [0.9209, 0.4766, -4.0849], [4.0515, -0.1419, 3.3784], [2.8067, -1.2386, 2.7561], [2.3965, 0.4440, 3.0785], [5.6355, -0.1438, 1.6275], [7.2385, -0.3208, -0.1034], [7.0978, 1.1329, -1.0913], [6.7519, -0.4405, -1.8008], [4.6270, 0.6316, -2.4496], [1.7285, -0.2920, 0.4086], [2.0701, 3.4257, -2.7023], [0.4265, 2.7967, -2.6795], [0.7125, 4.3550, -4.5731], [-0.0585, 2.8441, -6.4058], [-0.8385, 2.4224, -4.8687], [0.0039, 0.3702, -6.0246], [1.9104, 1.4309, -7.2629], [2.4506, 0.0310, -6.3214], [3.9862, 1.9629, -5.9828], [2.3104, 3.7598, -6.4227], [3.1625, 4.0409, -4.8955], [3.9512, 2.0327, -3.5264], [3.6517, 0.3829, -4.1253], [1.3087, -0.5512, -4.1140], [-0.0393, 0.4330, -3.5854], [-1.9373, 1.0798, 7.8982], [-1.9375, 0.7282, 6.4273], [-1.0137, -0.1672, 5.8975], [-0.9816, -0.4794, 4.5376], [0.1041, -1.4196, 4.0547], [-1.9089, 0.1253, 3.6653], [-1.9045, -0.1212, 1.6843], [-0.2136, 0.3992, 1.1603], [0.5519, 1.3770, 1.7182], [1.6999, 1.7878, 0.8334], [2.5918, 2.8706, 1.3548], [2.4076, 3.4221, 2.5829], [1.3196, 3.0085, 3.4029], [0.4282, 2.0143, 2.9655], [-1.9108, -2.1060, 1.7961], [-3.0777, -2.5770, 2.4289], [-4.1768, -1.6504, 2.9390], [-3.2748, -3.9457, 2.6015], [-2.3584, -4.8805, 2.1566], [-2.5945, -6.3612, 2.3245], [-1.2282, -4.4094, 1.5008], [-0.9907, -3.0543, 1.2900], [0.2698, -2.7255, 0.5160], [-2.8463, 1.0310, 4.1893], [-3.8933, 1.7389, 3.3410], [-2.8481, 1.3098, 5.5568], [-1.0775, 0.6396, 8.4082], [-2.8428, 0.7181, 8.3932], [-1.8972, 2.1619, 8.0417], [-0.2762, -0.6230, 6.5577], [0.9091, -1.4760, 4.7925], [0.5285, -1.0703, 3.1092], [-0.2816, -2.4286, 3.8901], [1.2626, 2.1076, -0.1176], [3.4171, 3.1896, 0.7146], [3.0782, 4.2020, 2.9344], [1.1760, 3.4669, 4.3778], [-0.3925, 1.7421, 3.6042], [-4.4154, -0.8636, 2.2162], [-3.8895, -1.1543, 3.8680], [-5.0906, -2.2215, 3.1298], [-4.1886, -4.2827, 3.0886], [-3.4645, -6.5567, 2.9597], [-1.7256, -6.8521, 2.7753], [-2.7709, -6.8344, 1.3514], [-0.5055, -5.1258, 1.1107], [0.5903, -3.5993, -0.0571], [1.0886, -2.4328, 1.1834], [0.1112, -1.9182, -0.1752], [-3.6961, 1.6748, 2.2807], [-3.9452, 2.7950, 3.6118], [-4.8834, 1.3061, 3.5205], [-3.5823, 2.0175, 5.9459]], "forces_ev_per_angstrom": [[0.34, 0.36, 0.95], [-0.04, 0.25, 0.04], [0.08, 0.15, -0.06], [0.04, -0.10, -0.05], [0.18, 0.24, 0.14], [-0.06, -0.16, -0.11], [0.08, 0.22, -0.01], [-0.08, 0.00, -0.50], [-1.17, -0.75, 0.04], [0.52, 0.11, 0.05], [-0.10, 0.04, -0.04], [0.10, -0.02, 0.11], [0.05, -0.15, 0.07], [-0.15, -0.01, -0.03], [0.06, -0.03, -0.24], [0.00, 0.02, 0.02], [0.06, 0.04, 0.02], [-0.02, -0.04, -0.01], [-0.11, -0.07, 0.05], [-0.01, 0.04, 0.02], [0.04, 0.07, 0.05], [0.00, 0.01, 0.02], [0.00, -0.08, 0.03], [-0.04, -0.09, -0.06], [-0.06, 0.05, 0.13], [-0.05, 0.00, 0.05], [0.51, 0.06, -0.31], [0.24, -0.17, 0.72], [0.08, -0.03, 0.05], [-0.61, 0.13, -0.20], [0.75, -0.17, 0.07], [-0.21, 0.17, 0.02], [-0.58, -0.18, -0.92], [0.00, -0.04, -0.10], [0.26, 0.09, -0.03], [0.07, -0.16, -0.10], [0.08, -0.06, 0.06], [0.16, 0.17, 0.04], [-0.03, 0.04, 0.04], [-0.21, 0.01, 0.08], [-0.02, -0.06, 0.05], [-0.10, -0.01, -0.06], [0.26, 0.04, -0.01], [-0.03, -0.04, -0.03], [-0.02, 0.05, -0.01], [0.15, -0.07, -0.04], [-0.02, 0.02, -0.16], [0.01, -0.01, -0.02], [0.01, 0.02, 0.04], [0.00, 0.03, 0.02], [-0.05, -0.02, 0.15], [-0.07, -0.10, 0.04], [-0.04, -0.03, -0.02], [-0.11, 0.02, 0.07], [-0.04, 0.03, 0.01], [0.00, -0.03, 0.07], [0.15, -0.01, -0.06], [-0.06, -0.02, 0.01], [0.02, -0.03, 0.08], [-0.04, 0.11, 0.01], [0.09, -0.01, -0.02], [0.02, -0.01, 0.06], [-0.08, -0.09, -0.05], [-0.07, 0.01, -0.10], [-0.01, 0.08, 0.00], [-0.06, 0.08, 0.00], [-0.17, -0.06, 0.08], [0.01, -0.07, -0.11], [0.06, -0.01, 0.02], [-0.02, -0.04, -0.07], [-0.03, -0.03, 0.03], [-0.12, 0.18, -0.02], [0.26, 0.07, 0.19], [0.02, 0.16, 0.06], [0.55, 0.21, -0.40], [-0.55, -0.17, 0.37], [0.42, -0.11, -0.04], [0.07, -0.09, 0.04], [-0.24, -0.13, 0.02], [0.09, -0.13, -0.20], [0.14, 0.13, -0.31], [0.15, -0.20, -0.04], [-0.17, 0.15, 0.01], [0.05, -0.32, -0.08], [-0.16, -0.01, 0.00], [0.08, -0.05, -0.01], [0.00, 0.00, -0.02], [0.01, -0.05, -0.01], [-0.05, 0.07, 0.07], [0.04, -0.16, 0.56], [-0.05, 0.09, -0.01], [0.07, -0.06, 0.41], [-0.09, 0.08, -0.01], [-0.06, 0.02, -0.05], [0.03, 0.00, -0.03], [0.00, -0.03, -0.01], [-0.08, 0.07, -0.08], [-0.06, 0.03, -0.03], [-0.12, -0.04, 0.09], [-0.03, 0.04, 0.01], [-0.11, 0.23, -0.04], [-0.17, -0.07, 0.12], [-0.05, -0.07, -0.03], [-0.01, -0.08, -0.14], [0.04, 0.15, 0.04], [0.03, -0.08, 0.03], [-0.09, -0.18, -0.09], [0.11, 0.00, -0.08], [0.08, 0.02, -0.03], [0.11, 0.04, -0.09], [-0.09, 0.04, -0.05], [0.02, 0.03, 0.11], [-0.11, 0.08, 0.02], [-0.04, 0.11, 0.11], [-0.08, 0.02, 0.02], [-0.05, 0.39, -0.27], [0.07, -0.01, -0.18], [0.01, -0.02, 0.04], [0.06, 0.00, 0.01], [0.12, -0.08, -0.06]], "total_charge": -1, "orbital_gap_ha": [0.1876, 0.2415], "homo_energy_ev": [-2.70, -4.28], "spin_multiplicity": 5, "de_lowest_ev": 1.5768, "max_force_ha_per_bohr": 0.0271}



4.
{"formula": "C5H12NOS", "method": "ωB97M-V with the def2-TZVPD basis set", "species": ["C", "C", "C", "S", "H", "H", "H", "H", "H", "H", "H", "O", "C", "C", "N", "H", "H", "H", "H", "H"], "xyz": [[-3.4449, 0.7546, -0.9536], [-2.5648, -0.4483, -0.6655], [-1.8254, -0.3225, 0.6694], [-0.6864, 1.1036, 0.7525], [-4.0818, 1.0589, -0.1212], [-4.1038, 0.5552, -1.8115], [-2.8225, 1.6041, -1.2304], [-3.1341, -1.3854, -0.6672], [-1.7852, -0.5084, -1.4338], [-1.2617, -1.2461, 0.8513], [-2.5606, -0.2509, 1.4823], [2.8325, -2.1009, 0.5615], [2.2919, -1.0169, 0.5760], [2.8015, 0.1824, -0.1652], [1.8949, 0.6074, -1.2148], [1.3193, -0.8867, 1.0768], [2.8137, 0.9762, 0.5946], [3.8226, 0.0147, -0.5074], [0.9821, 0.8966, -0.8119], [1.7665, -0.1124, -1.9001]], "forces_ev_per_angstrom": [[-0.29, 0.04, -0.77], [0.42, 0.13, 0.46], [0.15, 0.01, 0.12], [-0.22, 0.13, 0.16], [0.11, -0.14, 0.16], [0.03, 0.00, 0.10], [0.02, 0.07, 0.21], [-0.11, 0.03, -0.09], [-0.20, -0.13, -0.11], [-0.05, -0.02, -0.05], [0.01, 0.02, -0.07], [0.28, -0.20, 0.11], [-0.20, -0.59, -0.37], [-0.30, 0.53, 0.75], [0.16, 0.62, 0.03], [-0.06, 0.23, 0.04], [0.14, 0.11, -0.20], [-0.01, -0.09, -0.16], [0.30, -0.37, -0.12], [-0.20, -0.37, -0.20]], "total_charge": -1, "orbital_gap_ha": 0.2491, "homo_energy_ev": -2.88, "de_lowest_ev": 1.0515, "max_force_ha_per_bohr": 0.0188}